Record 1
C4H5NO | ωB97M-V/def2-TZVPD

Positions of all 11 atoms, in Å:
H  0.20673  1.20204  -1.29863
N  1.46821  0.00533  0.73207
C  0.01370  -1.45299  -0.32399
H  -0.66123  -0.21962  1.27542
H  0.45312  -2.25730  0.30087
C  -0.50270  1.03453  -0.48663
C  -0.03090  -0.11735  0.37637
H  -0.60520  1.95861  0.09215
C  1.46518  0.68139  1.71667
H  -1.47278  0.77844  -0.92181
O  -0.33414  -1.61308  -1.46249

Output
* orbital gap: 10.8340 eV
* 2S+1: 1
* lowest unoccupied orbital energy: 0.333 eV
* maximum force: 1.53 eV Å⁻¹

---

Record 2
C4H5NO | ωB97M-V/def2-TZVPD

Positions of all 11 atoms, in Å:
H  0.91447  -1.02848  0.16389
C  -0.67562  0.77691  0.41966
H  -1.16865  0.73643  -0.56193
N  -2.10253  -0.52534  2.18859
H  0.09933  -0.95975  -1.53399
H  1.90809  -1.29441  -1.28767
C  1.02238  -0.72382  -1.00084
C  -1.47292  0.06241  1.41600
H  -0.63338  1.83826  0.70505
O  1.30843  0.64360  -0.86592
C  0.81475  0.37804  0.42928

Output
* orbital gap: 9.7711 eV
* 2S+1: 1
* lowest unoccupied orbital energy: 0.593 eV
* maximum force: 1.22 eV Å⁻¹

---

Record 3
C4H5NO | ωB97M-V/def2-TZVPD

Positions of all 11 atoms, in Å:
H  1.36999  -0.61964  0.24613
H  -1.55336  2.65697  0.63104
H  0.47493  -2.20512  -0.04306
C  -0.83938  1.98694  0.33086
C  -1.82703  -0.58377  0.80008
O  -3.54073  -2.40039  0.87410
C  0.57155  -1.08783  -0.24410
H  0.55322  -0.74454  -1.26854
N  -0.66594  -0.53270  0.27695
H  0.18358  2.23794  -0.25558
C  -1.18369  0.74235  0.56227

Output
* orbital gap (spin up / spin down): 8.2298 / 8.3473 eV
* 2S+1: 1
* lowest unoccupied orbital energy (spin up / spin down): -1.180 / -1.066 eV
* maximum force: 3.75 eV Å⁻¹

---

Record 4
C4H5NO | ωB97M-V/def2-TZVPD

Positions of all 11 atoms, in Å:
H  -2.07627  -1.13268  -0.50944
C  0.13682  0.87550  0.58219
O  2.26324  -0.12827  -0.23449
H  0.23082  -1.96908  -1.13012
C  0.90168  -0.10549  -0.10232
H  2.56817  0.78606  -0.17892
H  -2.08544  1.01714  0.77049
H  0.53471  1.68054  1.18348
N  -1.23259  -0.64450  -0.26330
C  -1.18353  0.52163  0.43959
C  0.03994  -1.04706  -0.60455

Output
* orbital gap: 9.0262 eV
* 2S+1: 1
* lowest unoccupied orbital energy: 1.033 eV
* maximum force: 0.32 eV Å⁻¹

---

Record 5
C4H5NO | ωB97M-V/def2-TZVPD

Positions of all 11 atoms, in Å:
C  -0.41323  0.53039  -0.38925
C  1.76088  -0.48400  0.15365
H  -0.09222  0.72478  -1.43092
H  1.15233  1.45439  0.83003
H  0.24610  -0.02389  1.55331
C  -1.35709  -0.63527  -0.32889
O  -1.31220  -1.46579  0.53261
N  2.47901  -1.25281  -0.36138
H  -1.01883  1.40888  -0.17331
H  -2.17481  -0.71249  -1.08459
C  0.73007  0.45581  0.69874

Output
* orbital gap: 11.1702 eV
* 2S+1: 1
* lowest unoccupied orbital energy: 0.710 eV
* maximum force: 2.80 eV Å⁻¹

---

Record 6
C4H5NO | ωB97M-V/def2-TZVPD

Positions of all 11 atoms, in Å:
H  -2.54957  1.07297  1.79619
H  1.81399  0.66466  0.57318
O  -2.31023  0.99782  -0.89078
C  1.11562  0.37035  -0.21280
N  -0.20983  0.76582  0.20660
H  1.38732  0.92133  -1.11780
H  -1.86500  0.97873  2.06992
C  1.29631  -2.25444  -0.67770
H  1.35199  -3.30333  -0.87497
C  1.21725  -1.07352  -0.45975
C  -1.24785  0.85961  -0.41210

Output
* orbital gap: 11.1639 eV
* 2S+1: 1
* lowest unoccupied orbital energy: 0.698 eV
* maximum force: 0.96 eV Å⁻¹

---

Record 7
C4H5NO | ωB97M-V/def2-TZVPD

Positions of all 11 atoms, in Å:
C  -0.27061  -0.37252  0.13721
H  -2.10525  0.35693  -0.72464
H  -2.28831  -0.94408  0.46210
H  2.08935  1.20862  -1.45048
C  -1.73153  -0.03131  0.22850
H  -1.94014  0.71214  1.00263
N  0.01118  -1.81218  0.21077
C  0.74567  0.42818  -0.08894
H  2.55575  1.38980  0.34460
O  1.17651  -2.10717  0.27910
C  1.84781  1.04343  -0.40315

Output
* orbital gap: 8.6545 eV
* 2S+1: 1
* lowest unoccupied orbital energy: -0.417 eV
* maximum force: 0.59 eV Å⁻¹

---

Record 8
C4H5NO | ωB97M-V/def2-TZVPD

Positions of all 11 atoms, in Å:
C  1.11926  0.98764  0.05629
H  0.82586  0.99739  1.95556
O  0.29805  1.07612  1.15228
C  -1.13632  -0.95181  0.10618
H  1.47301  0.11761  -1.80244
H  -0.44528  -1.46087  -1.75179
H  1.93350  1.70844  -0.00272
N  -1.90712  -1.17918  1.03092
C  0.84557  0.11737  -0.91626
H  -2.73508  -0.58417  1.05853
C  -0.27147  -0.82854  -0.88653

Output
* orbital gap: 8.7907 eV
* 2S+1: 1
* lowest unoccupied orbital energy: 0.847 eV
* maximum force: 0.63 eV Å⁻¹

---

Record 9
C4H5NO | ωB97M-V/def2-TZVPD

Positions of all 11 atoms, in Å:
H  0.42589  -0.54542  1.63535
C  1.33667  0.08647  -0.40021
H  2.38398  0.08672  -0.10942
C  0.33319  -0.33991  0.57626
C  -1.37082  1.65710  1.34090
H  -1.37397  -1.54267  -0.15812
H  -0.97412  -0.07103  -1.18741
O  -1.92195  1.89363  0.37531
C  -0.64254  -0.78335  -0.42539
N  0.74784  -1.26505  -0.48978
H  1.05585  0.82350  -1.15750

Output
* orbital gap: 11.1591 eV
* 2S+1: 1
* lowest unoccupied orbital energy: 1.118 eV
* maximum force: 1.42 eV Å⁻¹

---

Record 10
C4H5NO | ωB97M-V/def2-TZVPD

Positions of all 11 atoms, in Å:
H  1.89045  0.26054  0.99160
H  -0.73652  -0.14024  1.52392
H  2.31027  0.11057  -0.75226
C  0.20561  0.10285  -0.52917
C  1.57872  -0.23025  0.01370
N  -3.39602  -0.08805  -0.26092
H  1.71646  -1.33234  0.06269
C  -0.90738  0.16420  0.47230
O  -0.34075  1.32695  -0.08029
H  -0.01629  -0.19084  -1.52606
C  -2.30456  0.01662  0.08451

Output
* orbital gap: 11.8396 eV
* 2S+1: 1
* lowest unoccupied orbital energy: 0.860 eV
* maximum force: 2.37 eV Å⁻¹

---

Record 11
C4H5NO | ωB97M-V/def2-TZVPD

Positions of all 11 atoms, in Å:
C  -1.89307  0.01172  -0.40054
H  -2.70881  -0.48457  -0.92891
C  1.42833  -0.18427  0.19824
H  3.41943  0.18592  0.93945
C  0.47752  -0.06338  -0.55074
N  -0.67539  -0.01539  -1.20549
C  2.39882  -0.10217  1.24721
O  2.12603  -0.31347  2.41318
H  -1.68749  -0.53453  0.52107
H  -0.69313  0.46682  -2.09269
H  -2.19223  1.03332  -0.14078

Output
* orbital gap: 9.6986 eV
* 2S+1: 1
* lowest unoccupied orbital energy: 0.715 eV
* maximum force: 0.52 eV Å⁻¹

---

Record 12
C4H5NO | ωB97M-V/def2-TZVPD

Positions of all 11 atoms, in Å:
C  -1.00896  -0.16350  -0.30701
C  1.14190  0.87689  0.72764
O  0.30518  0.35572  1.75470
C  0.27739  -0.27630  0.49491
N  -0.59080  -1.49706  -2.52260
H  -1.84655  -0.60931  0.24266
H  -1.25358  0.88670  -0.49967
H  2.21072  0.71666  0.85314
H  0.73557  -1.26591  0.46700
C  -0.82242  -0.88420  -1.56987
H  0.85154  1.86032  0.35909

Output
* orbital gap: 11.8384 eV
* 2S+1: 1
* lowest unoccupied orbital energy: 0.852 eV
* maximum force: 1.12 eV Å⁻¹

---

Record 13
C4H5NO | ωB97M-V/def2-TZVPD

Positions of all 11 atoms, in Å:
H  -0.89438  1.74294  -0.75620
H  -0.47785  0.79730  -2.16369
C  -0.39031  -0.66747  0.74472
C  -0.43095  0.80344  -1.05544
H  1.75711  -0.40874  1.17713
N  -0.59942  -1.49420  1.68228
O  -1.20881  -0.18749  -0.26026
H  -1.51411  -1.93228  1.71782
C  0.95199  -0.12210  0.52379
H  1.86720  0.92971  -1.10567
C  0.97537  0.61219  -0.57710

Output
* orbital gap: 10.3504 eV
* 2S+1: 1
* lowest unoccupied orbital energy: 0.854 eV
* maximum force: 1.29 eV Å⁻¹

---

Record 14
C4H5NO | ωB97M-V/def2-TZVPD

Positions of all 11 atoms, in Å:
H  -1.76853  -0.13714  0.50308
H  -0.32497  -1.79368  -0.66922
C  1.61245  -0.21599  0.50024
O  -1.28275  1.48581  -0.67473
H  0.05890  -0.00534  1.92228
C  -0.15742  -0.72522  -0.66636
C  -0.93141  0.31083  -0.03481
N  2.59146  -0.78432  0.23305
H  0.51138  -0.37097  -1.46212
C  0.26897  0.11830  0.84840
H  -0.57809  2.11772  -0.49981

Output
* orbital gap: 9.6109 eV
* 2S+1: 1
* lowest unoccupied orbital energy: 0.341 eV
* maximum force: 1.35 eV Å⁻¹

---

Record 15
C4H5NO | ωB97M-V/def2-TZVPD

Positions of all 11 atoms, in Å:
C  1.13693  0.03526  0.22507
C  -0.04482  1.00905  0.06409
O  -1.19257  0.40956  -0.57444
C  -1.20209  -0.93111  -0.49039
C  0.43323  -0.97444  1.12544
H  -1.91402  -1.40844  -1.15706
N  -0.47603  -1.56111  0.34967
H  0.21638  1.87661  -0.54287
H  1.45152  -0.36331  -0.74800
H  1.97023  0.55810  0.70059
H  -0.37877  1.34984  1.04790

Output
* orbital gap: 8.2167 eV
* 2S+1: 1
* lowest unoccupied orbital energy: 0.111 eV
* maximum force: 0.39 eV Å⁻¹

---

Record 16
C4H5NO | ωB97M-V/def2-TZVPD

Positions of all 11 atoms, in Å:
C  1.13480  0.42695  -0.18245
C  -0.63095  -1.39085  0.24896
O  -0.84242  -2.01598  1.17339
H  -1.51672  2.16040  -0.21102
N  0.33827  1.32235  -0.42388
H  -1.54073  0.71636  -1.27015
H  2.17296  -0.85854  1.09886
C  -1.18063  1.14222  -0.32553
C  1.83976  -0.64947  0.09084
H  -1.69131  0.56098  0.47102
H  1.98674  -1.40200  -0.67760

Output
* orbital gap: 9.7446 eV
* 2S+1: 1
* lowest unoccupied orbital energy: 0.972 eV
* maximum force: 2.01 eV Å⁻¹

---

Record 17
C4H5NO | ωB97M-V/def2-TZVPD

Positions of all 11 atoms, in Å:
H  -1.89816  0.22721  1.72841
C  0.96626  -1.10783  -1.10000
C  -1.03285  -0.35241  -0.08386
H  1.33428  -2.13443  -1.16131
N  -0.46334  -1.13991  -0.82111
H  1.11545  -0.63637  -2.07574
C  1.35669  1.61313  1.03474
O  0.99149  2.27274  1.88388
C  -1.73693  0.45328  0.68092
H  1.53732  -0.55148  -0.35200
H  -2.17020  1.35608  0.26607

Output
* orbital gap: 9.8678 eV
* 2S+1: 1
* lowest unoccupied orbital energy: 1.071 eV
* maximum force: 1.50 eV Å⁻¹

---

Record 18
C4H5NO | ωB97M-V/def2-TZVPD

Positions of all 11 atoms, in Å:
H  -3.07795  -0.52486  1.19984
C  -0.06126  -0.39084  0.17772
C  -1.24771  -0.27860  0.19963
N  3.06998  0.41307  -0.39747
C  -2.69219  -0.15447  0.24803
H  -3.14004  -0.73280  -0.56211
H  3.65161  1.21397  -0.56592
O  1.23926  -0.56782  0.10729
H  3.42387  -0.53534  -0.48446
C  1.82371  0.66691  -0.06436
H  -2.98931  0.89077  0.14181

Output
* orbital gap: 10.0085 eV
* 2S+1: 1
* lowest unoccupied orbital energy: 1.002 eV
* maximum force: 0.88 eV Å⁻¹

---

Record 19
C4H5NO | ωB97M-V/def2-TZVPD

Positions of all 11 atoms, in Å:
C  -0.33118  1.14800  0.43124
O  1.62724  1.77190  -0.81214
C  -0.98197  0.02730  0.75414
H  -0.41416  2.08514  0.84625
C  -0.30509  -1.09894  0.07028
C  0.70908  -0.38847  -0.82721
H  -1.82603  -0.06087  1.53485
H  0.18283  -1.75541  0.81669
N  0.79458  0.88136  -0.47029
H  -0.83739  -1.78320  -0.70996
H  1.38209  -0.82681  -1.63385

Output
* orbital gap (spin up / spin down): 9.1484 / 9.1478 eV
* 2S+1: 1
* lowest unoccupied orbital energy (spin up / spin down): 0.636 / 0.636 eV
* maximum force: 3.16 eV Å⁻¹

---

Record 20
C4H5NO | ωB97M-V/def2-TZVPD

Positions of all 11 atoms, in Å:
H  0.24337  -1.28303  -1.71175
C  0.72622  -0.56765  1.25696
C  -0.96506  0.51974  -1.18237
C  0.73849  0.08301  -0.01319
H  -1.82640  0.45298  -1.82294
N  -0.92318  1.43542  -0.20844
H  1.23294  -0.03193  2.05301
H  0.80314  -1.65915  1.25541
O  0.41801  1.38516  0.22188
H  -0.54709  0.03542  1.30617
C  0.09958  -0.36997  -1.15475

Output
* orbital gap: 9.1403 eV
* 2S+1: 1
* lowest unoccupied orbital energy: 0.272 eV
* maximum force: 3.59 eV Å⁻¹

---

Computed values of relative energy (zero: lowest compared OMol25 entry of this formula, charge and spin) (unit: eV) for the preceding records, in sequence: 2.540 4.888 10.026 0.461 0.843 2.984 4.086 2.015 2.843 1.798 2.472 1.592 1.133 3.605 3.478 2.756 1.881 3.850 3.252 4.873.